# 1
19
Properties=species:S:1:pos:R:3:forces:R:3:lowdin_charge:R:1 method="wB97M-V/def2-TZVPD" lumo_energy_ev=-3.674 total_charge=+1 gap_ev=11.5
H 2.20556 0.50284 -0.60457 -0.61 0.15 0.26 0.061
H -2.10399 -0.28949 -0.02473 0.10 0.02 -0.02 0.089
H -2.84406 -1.19846 1.24412 0.04 -0.08 0.19 0.095
H 2.58458 -1.02211 -1.21663 -0.09 0.20 -0.20 0.078
H 0.44359 0.70667 -2.60034 -0.18 -0.25 -0.06 0.058
C 1.73852 -0.31672 -1.16086 1.58 -0.78 -0.22 -0.194
H -0.97204 -0.38429 2.83028 0.48 -0.17 0.03 0.131
C 1.32262 0.05989 -2.57292 -0.10 0.10 -0.05 -0.156
H -1.23110 -1.65820 0.70514 0.02 0.10 0.00 0.087
C -1.32344 0.13152 1.94752 -0.70 -0.15 0.36 -0.190
N -0.21747 0.98915 1.39231 -0.25 0.47 -0.30 0.194
H -0.33373 1.12928 0.38518 0.07 -0.40 -0.13 0.152
H 0.71865 0.60132 1.53842 -0.09 0.20 0.04 0.166
H -2.08181 0.80512 2.34191 -0.06 0.18 -0.34 0.131
H -0.31199 1.93854 1.75949 0.54 -0.14 0.38 0.175
H 2.08944 0.61079 -3.11460 0.24 0.01 0.25 0.073
H 1.16717 -0.85094 -3.14674 -0.39 0.07 -0.08 0.073
C -1.88484 -0.80992 0.91083 -0.10 -0.08 -0.29 -0.068
H 1.03433 -0.94501 -0.61382 -0.50 0.53 0.18 0.045

# 2
17
Properties=species:S:1:pos:R:3:forces:R:3:lowdin_charge:R:1 method="wB97M-V/def2-TZVPD" lumo_energy_ev=3.409 total_charge=-1 gap_ev=5.6
C -1.44167 0.29275 -0.69560 0.31 -1.63 -2.81 -0.322
H -0.87513 1.49005 -2.34939 0.41 0.07 1.79 0.096
C 1.10517 -0.54643 0.33992 -0.91 -0.24 2.30 -0.246
O 1.43441 -1.10179 -0.96670 0.63 -0.81 0.78 0.073
O 3.17888 -2.09246 0.25429 -0.15 0.00 0.89 0.124
C -0.75974 1.32045 -1.21801 -0.12 0.43 -1.83 -0.448
O 0.66869 3.55384 -1.25863 0.05 0.40 -0.18 -0.790
H -2.43421 -0.36459 0.89427 1.79 -0.94 0.55 0.118
C 2.19591 -1.42937 0.17004 0.42 -0.15 -3.07 -0.397
H -0.03092 -0.89201 2.17286 0.35 -0.27 -0.77 0.114
H 1.32845 0.52798 0.39383 -0.33 -0.26 0.10 0.044
H -0.11704 -2.21772 1.01482 -0.85 0.84 -0.56 0.119
S 0.32357 2.35947 -0.35843 -0.24 0.41 -0.24 0.703
H -1.86313 -0.47680 -1.42354 0.20 1.18 0.89 0.107
H -1.24175 0.81741 1.27328 0.60 -0.86 -0.21 0.096
C -1.31910 -0.13845 0.68045 -2.71 0.38 1.64 -0.288
C -0.15239 -1.10234 1.07652 0.54 1.45 0.72 -0.103

# 3
16
Properties=species:S:1:pos:R:3:forces:R:3:lowdin_charge:R:1 method="wB97M-V/def2-TZVPD" smiles="C=NC.C=NC" lumo_energy_ev=0.572 total_charge=0 gap_ev=8.4
H 1.31268 -0.71086 0.85155 -0.23 0.06 0.76 0.076
H 2.44379 0.46716 1.62566 0.21 0.06 0.01 0.071
H 3.89200 -0.67911 -0.06683 0.09 0.03 0.03 0.074
N -2.60566 -0.62574 -0.39845 2.38 -0.14 1.71 -0.087
N 2.17885 0.38962 -0.55808 0.34 0.02 0.67 -0.093
C 3.26915 -0.18115 -0.81493 -0.20 -0.03 -0.38 -0.100
H 3.54774 -0.23763 -1.86155 0.38 0.02 -0.02 0.060
H -2.07750 0.44318 1.33850 0.16 -0.32 0.01 0.067
H -1.79553 0.51321 -2.01813 -0.23 0.50 0.56 0.067
H -3.59635 -0.53884 1.42589 0.32 -0.22 0.32 0.062
H 0.88558 1.00548 0.86443 -0.19 0.15 0.72 0.054
C -2.95875 0.09147 0.81575 -2.47 0.50 -1.50 -0.139
H -3.59996 0.95626 0.59326 0.16 0.38 0.17 0.064
C -1.77680 -0.31908 -1.28447 0.24 0.03 -0.46 -0.102
C 1.70784 0.30586 0.84599 -0.45 -0.32 -1.78 -0.134
H -0.82706 -0.87984 -1.35856 -0.51 -0.72 -0.79 0.060

# 4
14
Properties=species:S:1:pos:R:3:forces:R:3:lowdin_charge:R:1 method="wB97M-V/def2-TZVPD" multiplicity=2 lumo_energy_ev="3.823 / 3.645" total_charge=-1 gap_ev="2.8 / 8.6" s_squared=0.751
H 2.11806 0.63207 1.51211 0.18 0.31 -0.05 0.026
C 1.33301 -0.10005 1.51114 0.49 -0.38 0.58 -0.053
S -0.27553 -0.39721 -2.98323 -0.24 -0.37 0.04 -0.023
N -0.15953 1.24652 0.23933 -0.24 0.42 0.07 0.055
H -0.96820 -1.28597 -0.22009 -0.10 0.07 0.08 0.028
H -0.60200 -1.82635 1.41891 -0.07 0.01 0.09 0.066
H -1.05980 1.36325 -0.19122 0.05 -0.13 -0.05 0.045
H 0.40299 2.07208 0.31747 0.15 -0.01 -0.07 0.057
C -0.88563 -0.96118 0.82351 0.12 -0.21 -0.26 -0.129
H 0.58925 0.43363 -2.38998 0.23 0.26 0.10 -0.290
H -1.85914 -0.58646 1.13789 -0.07 -0.01 0.06 0.067
C 0.16266 0.10417 0.91537 -0.37 -0.09 -0.35 -0.563
H -0.33628 0.33353 -4.12060 -0.01 0.12 -0.14 -0.317
H 1.54012 -1.02803 2.02939 -0.11 0.02 -0.10 0.032

Short version: E_tot = -215.28959 -856.65397 -267.77312 -572.58037 a.u., in the order given.